Record 1
Formula: C15H30O
Source: the Open Molecules 2025 dataset
Level of theory: the ωB97M-V functional and the def2-TZVPD basis

As for the structure (SMILES): CC(C)[C@H]1CCC[C@@H](C(C)(C)C[C@H](C)O)C1. The value obtained for the energy above the lowest of the compared OMol25 structures with the same formula, charge and spin is 19.84 kcal/mol. Its strongest force on any atom is 4.2 eV Å⁻¹. The calculation puts the energy at -664.693493 Ha. The highest occupied orbital energy is -9.8 eV.

The geometry in XYZ format:
```
46
Properties=species:S:1:pos:R:3:lowdin_charge:R:1
C 1.900 0.104 -3.396 -0.091
C 0.807 -1.018 -3.198 -0.359
C 1.485 -2.411 -2.874 -0.051
C -0.297 -0.501 -2.206 -0.358
C -1.359 -1.577 -2.329 -0.150
C -2.585 -1.084 -1.469 -0.163
C -2.162 -0.971 -0.007 -0.162
C -1.028 0.019 0.166 -0.235
C -0.618 0.396 1.638 -0.445
C -1.777 1.103 2.359 -0.040
C -0.395 -0.841 2.565 -0.048
C 0.708 1.231 1.569 -0.078
C 1.005 2.192 2.809 -0.358
C 2.488 2.598 2.852 -0.038
O 0.736 1.611 4.121 -0.102
C 0.167 -0.249 -0.847 -0.132
H 2.680 0.221 -2.606 0.081
H 2.587 -0.189 -4.211 0.070
H 1.314 1.011 -3.633 0.079
H 0.393 -1.098 -4.210 0.116
H 2.543 -2.260 -2.900 0.052
H 1.159 -2.707 -1.861 0.064
H 1.083 -3.127 -3.654 0.094
H -0.622 0.476 -2.494 0.136
H -1.023 -2.449 -1.796 0.096
H -1.637 -1.926 -3.429 0.159
H -2.756 -0.066 -1.832 0.112
H -3.403 -1.693 -1.688 0.082
H -1.774 -1.892 0.345 0.098
H -3.047 -0.732 0.658 0.134
H -1.384 0.964 -0.219 0.132
H -2.617 0.473 2.556 0.081
H -2.123 1.851 1.711 0.077
H -1.483 1.631 3.245 0.064
H -0.181 -0.591 3.680 0.111
H 0.330 -1.589 2.264 0.073
H -1.320 -1.453 2.502 0.074
H 1.537 0.651 1.228 0.108
H 0.570 1.791 0.717 0.079
H 0.281 2.919 2.765 0.101
H 2.799 3.255 1.981 0.101
H 2.553 3.279 3.695 0.074
H 3.130 1.774 2.882 0.058
H -0.225 1.261 4.043 0.071
H 0.826 -1.021 -0.443 0.131
H 0.735 0.633 -1.049 0.102
```

***

Record 2
Formula: C15H30O15
Source: the Open Molecules 2025 dataset
Level of theory: the ωB97M-V functional and the def2-TZVPD basis

The value obtained for the energy above the lowest of the compared OMol25 structures with the same formula, charge and spin is 200.15 kcal/mol. Its strongest force on any atom is 8.4 eV Å⁻¹. The calculation puts the energy at -1717.867023 Ha. The highest occupied orbital energy is -10.1 eV.

The geometry in XYZ format:
```
60
Properties=species:S:1:pos:R:3:lowdin_charge:R:1
C 18.037 26.968 54.811 -0.056
O 18.873 26.783 53.680 -0.033
C 18.830 27.859 52.794 -0.538
O 18.201 28.860 52.920 0.130
O 19.656 27.743 51.741 0.020
C 20.207 28.765 51.025 -0.088
H 17.054 27.511 54.555 0.112
H 18.588 27.688 55.439 0.099
H 18.013 25.942 55.168 0.092
H 21.094 29.207 51.393 0.087
H 19.672 29.684 50.929 0.088
H 20.405 28.514 50.038 0.070
C 11.695 32.104 48.269 -0.094
O 11.679 30.821 47.835 0.027
C 12.304 29.873 48.593 -0.556
O 12.937 30.070 49.574 0.161
O 12.020 28.641 48.173 0.062
C 12.734 27.572 48.692 -0.065
H 11.083 32.355 48.989 0.038
H 11.303 32.895 47.532 0.141
H 12.607 32.268 48.698 0.069
H 12.679 26.476 48.417 0.139
H 12.860 27.405 49.695 0.047
H 13.630 27.576 48.410 0.001
C 20.918 18.917 53.167 0.029
O 19.638 19.624 53.008 0.019
C 19.447 20.805 53.506 -0.711
O 20.329 21.368 54.170 0.074
O 18.261 21.147 53.327 0.058
C 17.834 22.467 53.780 0.012
H 21.553 19.254 52.395 0.082
H 20.684 17.988 53.086 0.020
H 21.442 19.224 54.175 0.144
H 18.129 22.735 54.677 0.020
H 16.768 22.560 53.788 0.057
H 18.164 23.446 52.913 0.204
C 14.460 23.197 51.584 -0.006
O 14.944 24.360 52.280 -0.013
C 14.358 25.535 52.075 -0.490
O 13.312 25.802 51.494 0.105
O 15.176 26.586 52.644 -0.058
C 14.727 27.799 52.404 -0.190
H 14.854 22.315 52.086 0.091
H 14.606 23.306 50.594 0.051
H 13.311 23.090 51.797 0.139
H 15.460 28.777 52.622 0.150
H 13.670 27.801 52.707 0.097
H 14.829 28.223 51.271 0.121
C 16.608 26.277 49.257 -0.123
O 16.405 27.546 48.862 -0.020
C 17.459 28.146 48.153 -0.519
O 18.591 27.566 47.978 0.042
O 17.190 29.309 47.735 0.036
C 18.180 30.108 46.994 0.021
H 17.456 26.339 49.893 0.082
H 16.944 25.489 48.491 0.125
H 15.674 25.780 49.637 0.103
H 18.656 29.587 46.063 0.136
H 18.958 30.168 47.666 0.052
H 17.755 31.077 46.677 0.104
```

***

Record 3
Formula: C15H30O15
Source: the Open Molecules 2025 dataset
Level of theory: the ωB97M-V functional and the def2-TZVPD basis

As for the expectation value of S²: 0.764. The net charge is +1. The value obtained for the energy above the lowest of the compared OMol25 structures with the same formula, charge and spin is 27.95 kcal/mol. Its strongest force on any atom is 4.6 eV Å⁻¹. The calculation puts the energy at -1717.696246 Ha. As for the multiplicity: 2. The highest occupied orbital energy (alpha / beta) is -12.3 / -12.3 eV.

The geometry in XYZ format:
```
60
Properties=species:S:1:pos:R:3:lowdin_charge:R:1
C 0.668 9.387 1.566 -0.032
O -0.329 10.098 2.248 -0.006
C -0.100 11.128 3.000 -0.584
O 1.012 11.680 3.195 0.085
O -1.242 11.484 3.591 0.004
C -1.140 12.563 4.477 -0.062
H 0.240 8.711 0.825 0.089
H 1.387 8.937 2.250 0.110
H 1.165 10.180 1.007 0.102
H -0.730 13.463 4.018 0.101
H -0.417 12.183 5.200 0.099
H -1.983 12.905 5.079 0.097
C -2.624 7.273 1.396 -0.020
O -2.638 6.344 0.313 0.048
C -3.772 6.204 -0.377 -0.527
O -4.758 6.924 -0.216 0.179
O -3.590 5.134 -1.134 0.036
C -4.582 4.623 -1.994 -0.034
H -3.568 7.501 1.892 0.105
H -2.541 8.218 0.859 0.102
H -1.748 7.226 2.044 0.100
H -4.488 3.548 -2.148 0.122
H -4.614 5.008 -3.013 0.084
H -5.559 4.746 -1.527 0.096
C -3.362 8.333 -7.268 0.010
O -3.282 7.088 -6.518 -0.013
C -2.881 7.053 -5.268 -0.695
O -2.718 8.007 -4.539 0.118
O -2.555 5.857 -5.000 0.038
C -1.970 5.514 -3.730 -0.006
H -2.451 8.340 -7.866 0.104
H -3.439 9.232 -6.656 0.097
H -4.267 8.221 -7.865 0.085
H -2.237 6.139 -2.878 0.088
H -0.898 5.515 -3.925 0.111
H -2.123 4.474 -3.439 0.096
C -2.324 6.387 4.978 0.015
O -1.229 5.577 4.484 -0.007
C -0.738 4.659 5.256 -0.584
O -1.259 4.294 6.306 0.095
O 0.353 4.038 4.699 -0.006
C 0.952 2.954 5.397 -0.061
H -2.936 5.664 5.518 0.100
H -2.724 6.844 4.073 0.065
H -1.898 7.152 5.626 0.107
H 0.284 2.385 6.045 0.095
H 1.817 3.298 5.965 0.093
H 1.463 2.210 4.786 0.089
C -6.421 5.711 -6.970 -0.020
O -6.946 6.492 -5.938 0.077
C -7.009 6.042 -4.719 -0.459
O -6.796 4.884 -4.305 0.211
O -7.248 7.106 -3.870 0.119
C -7.472 6.843 -2.470 0.061
H -5.626 5.028 -6.668 0.109
H -5.953 6.219 -7.813 0.106
H -7.202 5.074 -7.385 0.114
H -6.573 6.819 -1.855 0.097
H -7.983 5.880 -2.446 0.124
H -8.023 7.709 -2.103 0.134
```

***

Record 4
Formula: C15H31AuNO2SbSi3
Source: the Open Molecules 2025 dataset
Level of theory: the ωB97M-V functional and the def2-TZVPD basis

The value obtained for the energy above the lowest of the compared OMol25 structures with the same formula, charge and spin is 6.87 kcal/mol. Its strongest force on any atom is 1.2 eV Å⁻¹. The calculation puts the energy at -2039.913364 Ha. The highest occupied orbital energy is -8.0 eV.

The geometry in XYZ format:
```
54
Properties=species:S:1:pos:R:3:lowdin_charge:R:1
Au -0.189 0.899 -2.395 0.447
O 1.611 -3.268 -3.279 0.001
C 1.036 -2.210 -3.005 -0.672
O 1.485 -1.187 -2.418 -0.177
C -0.442 -2.126 -3.442 -0.184
C -1.149 -3.320 -3.557 -0.005
C -2.519 -3.291 -3.741 -0.054
C -3.155 -2.064 -3.869 -0.071
C -2.382 -0.922 -3.818 -0.157
N -1.058 -0.946 -3.585 0.009
H -0.592 -4.244 -3.485 0.118
H -3.088 -4.213 -3.781 0.108
H -4.226 -1.988 -4.005 0.103
H -2.820 0.058 -3.971 0.101
C -1.116 3.896 0.446 -0.239
Si 0.431 3.079 1.126 0.281
C 0.444 3.196 2.995 -0.215
C 1.920 3.956 0.399 -0.236
Sb 0.425 0.731 0.095 0.866
Si -1.585 -0.433 1.153 0.286
C -3.121 0.269 0.340 -0.229
C -1.487 -2.259 0.750 -0.213
C -1.680 -0.185 3.008 -0.219
Si 2.526 -0.580 0.805 0.327
C 2.642 -0.184 2.640 -0.230
C 2.409 -2.417 0.579 -0.194
C 3.940 0.199 -0.124 -0.217
H -1.118 4.969 0.667 0.034
H -2.026 3.460 0.871 0.016
H -1.156 3.767 -0.639 0.015
H 0.448 4.248 3.296 0.036
H 1.329 2.714 3.422 0.018
H -0.440 2.719 3.428 0.013
H 1.893 5.025 0.633 0.034
H 1.919 3.844 -0.689 0.028
H 2.862 3.548 0.778 0.020
H -3.076 0.106 -0.742 0.010
H -3.220 1.345 0.514 0.016
H -4.021 -0.224 0.724 0.036
H -1.247 -2.404 -0.309 0.025
H -2.445 -2.749 0.953 0.037
H -0.713 -2.764 1.337 0.019
H -1.887 0.860 3.260 0.017
H -0.745 -0.470 3.501 0.019
H -2.484 -0.801 3.425 0.036
H 1.724 -0.468 3.166 0.015
H 2.808 0.886 2.807 0.015
H 3.474 -0.731 3.099 0.036
H 1.569 -2.837 1.139 0.017
H 3.330 -2.886 0.940 0.042
H 2.282 -2.672 -0.478 0.024
H 3.998 1.274 0.075 0.017
H 3.789 0.050 -1.198 0.033
H 4.895 -0.257 0.158 0.037
```